Entry 1:
ORCA calculation (wB97M-V/def2-TZVPD) on a structure of composition C6H13BF10NO12P2PbS2 at a distorted geometry.

```
48
Properties=species:S:1:pos:R:3:forces:R:3
Pb -0.5893 -0.5600 0.7541 -0.329 -0.739 -0.580
C -3.2389 1.5850 -1.8817 0.538 -0.442 0.548
C -2.0675 2.5194 -1.8181 -1.006 0.662 -0.320
O -2.1856 3.7234 -2.4449 -2.736 -2.790 -0.358
P -1.6187 2.7766 0.0077 0.952 1.816 2.716
O -2.9014 3.6633 0.5499 2.018 -1.011 -0.858
O -0.2916 3.5484 -0.1106 -2.170 -1.268 -0.153
O -1.7649 1.4836 0.7896 0.609 0.579 -1.056
P -0.4990 1.6568 -2.4088 1.386 -1.353 -0.442
O -1.0727 1.3378 -3.8451 0.031 0.245 0.652
O 0.4918 2.8693 -2.5130 -0.481 -0.188 1.942
O -0.1363 0.4401 -1.5963 -0.679 1.863 -0.587
H -3.9846 1.8355 -1.0773 0.446 -0.198 -0.979
H -2.7904 0.5894 -1.6396 -0.867 0.516 -0.170
H -3.6381 1.5859 -2.8910 -0.422 0.001 0.044
H -1.6028 4.3792 -2.1559 2.236 1.773 0.789
H -3.0822 3.1854 1.3796 -0.596 0.325 0.058
H 0.4573 3.2808 -1.5110 0.222 -0.539 -1.451
H -0.5203 1.1153 -4.5999 0.360 -0.044 -0.061
F 3.1521 2.2458 -0.1094 0.559 0.469 2.044
C 3.3891 2.0387 1.2385 -0.049 0.494 -1.219
F 4.6928 1.9806 1.5029 -0.599 0.232 -0.479
F 2.8432 3.0132 1.9897 0.345 -1.352 -1.063
S 2.6613 0.3282 1.4940 -3.016 0.715 -1.137
O 1.3570 0.6183 2.1797 2.273 -0.775 -0.583
O 2.5235 -0.3205 0.1863 0.513 0.883 2.149
N 3.7535 -0.3811 2.3900 -1.157 -0.822 2.606
S 3.5910 -0.5423 4.0516 1.456 0.902 -2.855
O 3.8303 0.6861 4.7970 -0.405 -1.207 -0.098
O -0.5098 -2.5344 -1.2722 0.660 -0.670 1.432
C 5.3254 -1.5547 3.8979 2.610 -0.533 -0.149
F 5.5851 -2.4361 4.8484 -1.014 0.784 0.102
F 5.5791 -2.1749 2.7445 -1.166 0.743 0.740
F 6.1434 -0.5064 4.0076 -0.311 -0.453 0.070
C -1.1909 -2.9765 -2.4228 0.924 -2.215 0.070
C 0.0666 -3.6648 -0.5314 -0.438 0.953 -0.776
O -0.6661 -4.0149 0.5951 -0.003 0.427 -0.176
H -0.4125 -3.4881 -3.0520 -0.796 1.003 -0.274
H -1.7322 -2.1612 -2.8491 -0.152 0.372 -0.506
H -1.8503 -3.8247 -2.1687 -0.353 0.589 -0.011
H 1.0019 -3.2454 -0.1862 0.478 -0.377 0.160
H 0.2215 -4.4884 -1.2583 -0.092 0.272 0.484
H -1.6290 -4.0295 0.4313 0.205 -0.093 -0.071
F -2.6652 -1.6015 2.1358 0.475 0.153 -1.072
B -3.3538 -1.9435 0.9222 -2.497 0.262 0.377
F -4.6674 -1.3815 0.9751 1.719 -0.845 -0.098
F -3.3154 -3.3132 0.6955 -0.100 0.256 0.219
F -2.6892 -1.3424 -0.2205 0.421 0.623 0.381
```
Forces are in eV/Å.

Lowest unoccupied orbital energy (alpha / beta) ... -8.4 / -7.8 eV
E_HOMO (alpha / beta) ... -12.89 / -12.89 eV
Energy ... -105838.57975 eV
Total charge ... +1
Spin multiplicity ... 1

Entry 2:
ORCA calculation (wB97M-V/def2-TZVPD) on a structure of composition C2H8N4 at a distorted geometry.

```
14
Properties=species:S:1:pos:R:3:forces:R:3
C -1.3328 0.3261 1.7459 -0.169 -0.521 -0.053
N -0.3062 1.1173 1.0940 3.181 -2.387 0.010
H -0.7130 1.4704 0.2255 0.659 -0.523 -0.157
H 0.6590 0.2411 0.8661 -4.073 3.846 1.055
H -2.2272 0.9319 1.9391 0.232 -0.038 0.090
H -0.9416 -0.0788 2.6822 -0.180 0.158 0.020
H -1.6359 -0.5249 1.1234 -0.231 -0.064 0.166
N 1.1044 0.0212 -1.2446 3.269 0.656 2.655
N 0.1457 -0.4212 -2.1451 -1.715 -0.651 -0.686
C 1.5458 -0.7271 -0.1222 0.003 -1.321 -4.733
N 2.0072 -1.7663 0.1927 -0.819 1.537 1.010
H 1.2397 1.0342 -1.1731 -0.741 -0.845 0.122
H 0.4232 -0.1900 -3.1010 0.350 -0.255 0.414
H 0.0317 -1.4339 -2.0830 0.237 0.408 0.086
```
Forces are in eV/Å.

Lowest unoccupied orbital energy ... -0.3 eV
E_HOMO ... -8.72 eV
Energy ... -8159.50771 eV
Spin multiplicity ... 1

Entry 3:
ORCA calculation (wB97M-V/def2-TZVPD) on a structure of composition C24H40BrFN4SSiV.

```
73
Properties=species:S:1:pos:R:3:forces:R:3
V 0.5786 -0.8576 0.1743 -0.036 0.076 -0.207
C -0.4261 -0.9832 4.5874 0.027 0.003 0.024
Si -0.7647 0.0281 3.0554 -0.087 -0.067 -0.011
C -1.1808 1.8184 3.4374 0.007 -0.001 0.005
C -2.3088 -0.6954 2.2884 0.022 0.042 -0.038
N 0.5991 -0.0577 1.9347 0.087 0.011 0.151
C 1.8856 0.2387 2.4223 0.009 0.017 -0.011
C 2.1980 0.8258 3.6570 -0.010 0.094 -0.027
C 3.5097 1.0682 4.0387 0.001 -0.007 0.002
C 4.5756 0.7375 3.2153 -0.006 0.012 -0.001
C 4.3138 0.1537 1.9841 -0.002 0.011 -0.023
C 3.0031 -0.0591 1.6491 0.006 -0.032 -0.013
F 2.7339 -0.6600 0.4203 0.023 -0.033 0.070
H -1.3106 -0.9917 5.2286 -0.007 0.005 -0.011
H 0.4150 -0.6387 5.1867 -0.018 -0.021 0.009
H -0.2211 -2.0172 4.2980 -0.004 0.000 0.000
H -2.0161 1.8606 4.1408 0.002 0.007 0.000
H -1.5057 2.3314 2.5262 0.000 -0.001 -0.010
H -0.3621 2.3975 3.8632 0.029 -0.003 0.010
H -3.0788 -0.6580 3.0646 0.002 -0.017 0.010
H -2.2036 -1.7361 1.9808 0.017 -0.017 -0.005
H -2.6926 -0.1373 1.4340 -0.016 -0.003 -0.016
H 1.4058 1.1005 4.3367 -0.020 0.021 -0.016
H 3.6961 1.5203 5.0037 0.005 0.003 -0.002
H 5.5941 0.9261 3.5225 0.000 -0.005 0.003
H 5.0971 -0.1382 1.2977 0.007 0.001 0.008
C 1.2451 4.5904 -0.2959 -0.003 0.007 0.015
C 1.3358 3.2923 -1.0435 0.001 -0.014 -0.007
C 1.8065 3.2229 -2.3544 0.013 0.014 -0.004
C 1.9177 2.0034 -2.9934 -0.016 -0.021 -0.009
C 1.5429 0.8691 -2.2921 -0.048 0.008 -0.015
Br 1.7015 -0.8353 -3.0717 0.054 -0.030 -0.017
N 1.0736 0.9040 -1.0550 0.057 -0.024 0.114
C 0.9808 2.0985 -0.4432 0.037 0.046 -0.028
H 0.8538 5.3850 -0.9306 -0.006 -0.005 -0.002
H 2.2323 4.9019 0.0488 0.004 0.000 -0.007
H 0.6043 4.4989 0.5803 0.003 -0.001 -0.001
H 2.0982 4.1281 -2.8735 -0.002 0.001 0.001
H 2.2913 1.9182 -4.0030 0.006 0.005 0.002
H 0.6195 2.0690 0.5783 -0.009 -0.001 0.003
C -3.8294 2.8022 -2.1125 -0.007 0.001 -0.005
C -2.3465 2.6067 -1.8258 0.012 -0.009 0.012
N -2.0357 1.3062 -1.2414 -0.008 0.030 0.004
C -1.8801 0.1608 -1.9081 0.043 -0.042 0.078
S -1.4791 -1.2814 -1.0506 -0.109 -0.014 -0.056
N -2.0411 0.1556 -3.2265 -0.055 -0.012 -0.024
C -1.9912 -1.0368 -4.0811 0.014 0.032 0.016
C -3.3354 -1.7379 -4.1625 -0.009 -0.013 -0.003
H -4.0015 3.7868 -2.5461 0.003 0.002 0.000
H -4.4087 2.7275 -1.1929 0.000 0.002 0.003
H -4.2161 2.0553 -2.8073 0.005 -0.004 0.001
H -1.9980 3.3584 -1.1179 0.000 0.000 0.003
H -1.7381 2.7367 -2.7257 -0.007 0.006 -0.002
H -1.9703 1.2253 -0.2397 -0.007 0.011 0.023
H -2.4133 0.9896 -3.6545 0.004 0.001 0.004
H -1.2279 -1.6966 -3.6772 0.012 -0.010 0.006
H -1.6573 -0.7013 -5.0629 -0.007 -0.004 -0.001
H -3.6460 -2.0856 -3.1772 -0.002 0.001 0.001
H -3.2644 -2.6024 -4.8220 0.004 0.000 0.000
H -4.1055 -1.0749 -4.5593 0.003 0.001 0.002
C 0.1430 -5.2737 0.2402 -0.007 -0.006 0.010
C 0.5940 -4.0236 -0.5154 0.031 0.018 -0.020
C 1.8549 -4.3291 -1.3195 0.004 0.010 -0.007
C 0.8376 -2.8593 0.4452 -0.031 -0.068 0.063
H -0.0226 -6.1103 -0.4415 0.002 0.001 -0.001
H -0.7851 -5.0937 0.7858 -0.003 0.001 -0.003
H 0.9034 -5.5758 0.9647 0.003 0.003 -0.002
H -0.2005 -3.7550 -1.2198 -0.016 -0.007 -0.004
H 2.6641 -4.6364 -0.6520 -0.004 -0.003 0.002
H 2.2026 -3.4571 -1.8750 0.013 0.015 0.002
H 1.6846 -5.1395 -2.0300 -0.005 0.001 -0.001
H 1.7993 -2.9922 0.9587 0.004 -0.004 -0.015
H 0.0726 -2.8716 1.2506 -0.010 -0.020 -0.032
```
Forces are in eV/Å.

Lowest unoccupied orbital energy (alpha / beta) ... -2.8 / -2.9 eV
E_HOMO (alpha / beta) ... -10.38 / -10.57 eV
Energy ... -148655.97977 eV
Total charge ... +1
Spin multiplicity ... 3

Entry 4:
ORCA calculation (wB97M-V/def2-TZVPD) on a structure of composition C10H22AlO3.

```
36
Properties=species:S:1:pos:R:3:forces:R:3
C 0.8307 0.7870 -1.3866 -0.198 -0.152 0.651
C 0.0903 1.3680 -2.1520 -0.212 0.151 -0.520
Al -1.2658 2.2741 -3.3591 0.049 0.002 0.157
C -2.9018 2.6447 -2.2038 0.197 -0.200 -0.362
C -4.1879 1.8824 -2.5489 -0.105 0.149 0.327
C -4.2669 0.4667 -1.9750 0.030 0.036 -0.199
C -3.0823 -0.4127 -2.2850 -0.242 -0.442 0.243
O -3.2762 -1.6718 -1.5902 -0.017 0.127 -0.043
H 1.2829 0.3111 -0.5436 0.302 -0.002 -0.218
H -0.5992 3.6273 -3.9576 0.003 0.066 0.042
H -1.6857 1.2821 -4.5735 0.033 -0.074 -0.034
H -2.6498 2.4573 -1.1561 0.010 0.059 0.160
H -3.1048 3.7151 -2.2924 0.006 0.135 0.064
H -5.0514 2.4170 -2.1350 -0.147 0.011 -0.053
H -4.3559 1.8527 -3.6272 0.123 -0.067 -0.152
H -5.1541 -0.0286 -2.3757 -0.158 -0.067 0.105
H -4.3776 0.5117 -0.8909 0.008 0.043 0.133
H -3.0353 -0.6076 -3.3540 0.197 0.094 -0.173
H -2.1507 0.0292 -1.9444 0.118 0.151 -0.076
H -2.4156 -2.0936 -1.5428 0.036 -0.040 -0.014
C 3.3950 -1.9719 1.0171 -0.037 0.046 -0.037
O 2.8057 -0.8062 1.5602 0.086 -0.047 0.073
C 1.8426 -1.0693 2.5656 -0.058 0.139 -0.134
C 2.3981 -0.8287 3.9508 -0.011 -0.111 0.095
O 3.4425 -1.7363 4.2748 0.018 0.027 -0.039
C 4.7340 -1.1842 4.1114 -0.011 -0.031 0.003
H 4.2376 -1.6542 0.4053 -0.026 0.024 -0.028
H 3.7554 -2.6438 1.8008 -0.009 -0.016 0.005
H 2.6808 -2.5053 0.3809 0.015 -0.037 0.016
H 1.4695 -2.0946 2.4816 0.006 -0.025 0.020
H 1.0010 -0.3901 2.4000 -0.015 -0.018 0.007
H 1.5988 -0.9735 4.6841 0.001 0.006 -0.012
H 2.7516 0.2034 4.0349 0.009 0.024 -0.015
H 4.9433 -0.4464 4.8946 0.011 0.032 -0.030
H 4.8497 -0.7117 3.1333 0.004 0.020 0.005
H 5.4514 -1.9991 4.1981 -0.017 -0.015 0.031
```
Forces are in eV/Å.

Lowest unoccupied orbital energy ... 2.6 eV
E_HOMO ... -4.72 eV
Energy ... -23464.33552 eV
Total charge ... -1
Spin multiplicity ... 1

Entry 5:
ORCA calculation (wB97M-V/def2-TZVPD) on a structure of composition C4H11NO2 at a distorted geometry.

```
18
Properties=species:S:1:pos:R:3:forces:R:3
C -0.0669 0.9256 -0.2093 -1.147 -4.240 -3.280
C 0.2765 2.0153 1.9489 0.532 -2.832 -0.788
C 0.7353 -1.5069 -1.3235 0.075 0.342 0.151
C -1.3750 -1.5256 -0.2123 0.135 0.286 0.120
N -0.4302 -0.7322 -0.9694 -0.144 2.624 -0.121
O 0.3506 0.4652 0.9378 0.380 4.225 3.819
O 0.8376 1.5895 -0.9911 -0.092 -0.176 0.163
H 1.6687 1.1000 -0.9108 0.031 0.112 -0.037
H -1.0351 1.4287 -0.2636 0.081 -0.074 -0.010
H 1.0736 1.7831 2.6477 -0.292 -0.001 0.113
H -0.7369 1.9698 2.3353 0.173 -0.165 0.007
H 0.4887 2.9258 1.3949 0.007 -0.475 -0.577
H 1.2833 -1.8831 -0.4477 0.144 -0.090 0.050
H -0.9247 -2.0041 0.6691 -0.042 -0.009 0.140
H 0.4492 -2.3812 -1.9301 -0.087 0.216 0.160
H 1.4173 -0.9240 -1.9492 -0.002 0.047 0.057
H -1.7894 -2.3283 -0.8423 0.162 0.176 0.019
H -2.2225 -0.9177 0.1154 0.087 0.034 0.013
```
Forces are in eV/Å.

Lowest unoccupied orbital energy (alpha / beta) ... 0.5 / 0.5 eV
E_HOMO (alpha / beta) ... -7.53 / -7.53 eV
Energy ... -9907.83956 eV
Spin multiplicity ... 1

Entry 6:
ORCA calculation (wB97M-V/def2-TZVPD) on a structure of composition C24H29CsN6O6S2 at a distorted geometry.

```
68
Properties=species:S:1:pos:R:3:forces:R:3
Cs 1.8044 1.3940 0.9635 -1.881 -0.245 -0.295
N 3.2516 0.6908 -3.0373 0.004 -0.309 -0.019
C 3.7347 -0.2142 -1.9775 -0.069 0.446 -0.105
C 4.1363 0.5152 -0.6756 0.630 0.270 -0.329
O 3.7206 1.7173 -0.5500 1.512 -0.055 -1.258
N 4.8754 -0.1858 0.1376 -0.166 -0.084 0.170
C 5.3268 0.4826 1.3628 -0.190 -0.146 0.016
C 4.4020 0.1677 2.5650 0.160 -0.074 0.497
O 4.7020 -0.8133 3.2880 -0.231 0.304 -0.303
O 3.3984 0.9394 2.7089 1.913 -0.820 1.776
H 3.9700 1.3928 -3.1703 0.056 0.086 0.012
H 2.4901 1.2281 -2.6372 -0.043 0.067 0.054
H 4.6041 -0.7504 -2.3545 -0.003 -0.161 0.049
H 2.9470 -0.9409 -1.7671 0.047 -0.056 0.032
H 5.3722 1.5720 1.2435 -0.022 -0.002 -0.075
H 6.3162 0.0984 1.6224 0.024 -0.028 -0.079
O -3.0417 4.9761 -1.1315 -0.553 -0.014 -0.023
C -3.5970 3.9152 -0.5298 -0.008 0.186 -0.142
C -4.9910 3.7922 -0.5365 -0.047 -0.027 0.016
C -5.6085 2.7205 0.0872 0.124 -0.001 0.018
C -4.8450 1.7498 0.7338 0.015 0.063 -0.056
C -3.4611 1.8678 0.7252 -0.063 0.002 0.005
C -2.8177 2.9303 0.1007 0.045 -0.138 0.098
C -1.3076 2.9745 0.1328 -0.053 0.067 0.211
O -0.6715 2.0824 0.7295 -1.641 0.699 -0.497
N -0.8224 4.0617 -0.4751 0.236 0.080 0.208
N 0.5506 4.0853 -0.6389 0.109 -0.546 -0.072
C 1.1564 5.1435 -0.3387 -0.349 0.267 -0.009
S 0.3652 6.5364 0.4803 0.043 -0.068 -0.032
C 1.8967 7.5060 0.5992 -0.079 -0.017 -0.007
C 3.0568 6.5289 0.6740 -0.024 0.042 -0.068
S 2.8613 5.3997 -0.7190 -0.019 -0.218 0.080
H -2.0399 4.8511 -0.9944 0.217 0.058 -0.044
H -5.5673 4.5599 -1.0417 0.026 -0.034 0.027
H -6.6909 2.6426 0.0689 0.022 0.005 0.018
H -5.3245 0.9193 1.2390 0.019 0.000 -0.033
H -2.8257 1.1347 1.2089 -0.012 0.021 0.006
H 1.8272 8.1410 1.4836 0.013 -0.020 0.023
H 1.9882 8.1283 -0.2904 0.065 0.086 0.020
H 3.0172 5.9467 1.5938 0.064 0.052 0.090
H 4.0271 7.0190 0.5927 -0.017 0.024 -0.017
C -3.0713 -2.6114 -0.4743 0.003 0.026 0.009
C -2.4393 -3.5379 0.5534 0.064 -0.036 -0.205
N -2.1162 -4.8683 0.0209 -0.177 0.062 0.172
C -3.2571 -5.7233 -0.2980 0.118 0.035 -0.090
C -3.4399 -5.8955 -1.8016 0.048 0.024 0.007
C -0.9104 -5.4934 0.2292 0.065 0.307 -0.047
O -0.8093 -6.7101 0.2491 0.020 -0.250 -0.079
C 0.2958 -4.6169 0.3594 -0.199 -0.109 0.010
C 1.3001 -4.9255 1.2653 0.095 -0.060 0.167
C 2.3952 -4.0860 1.3735 -0.030 -0.096 0.119
C 2.4642 -2.9645 0.5547 0.014 0.123 -0.060
N 1.5284 -2.7029 -0.3589 0.018 0.211 -0.216
C 0.4798 -3.5098 -0.4540 0.146 0.124 0.045
H -3.2452 -1.6297 -0.0288 -0.014 -0.037 -0.033
H -4.0312 -2.9983 -0.8263 0.047 0.020 -0.007
H -2.4136 -2.4748 -1.3347 -0.044 -0.011 0.032
H -3.1239 -3.6631 1.3988 -0.011 -0.041 0.044
H -1.5337 -3.0862 0.9434 0.039 -0.009 0.041
H -4.1495 -5.2828 0.1498 -0.001 0.031 0.013
H -3.0870 -6.6968 0.1545 -0.033 -0.070 0.106
H -3.6063 -4.9333 -2.2891 -0.002 -0.041 0.004
H -4.2903 -6.5487 -2.0151 0.034 0.023 0.004
H -2.5419 -6.3449 -2.2302 -0.053 0.007 0.005
H 1.1978 -5.8111 1.8819 0.023 0.030 0.006
H 3.1795 -4.2704 2.0962 -0.019 0.025 -0.028
H 3.2897 -2.2519 0.6272 -0.061 -0.078 -0.025
H -0.2508 -3.2692 -1.2222 0.038 0.029 0.043
```
Forces are in eV/Å.

Lowest unoccupied orbital energy ... 3.9 eV
E_HOMO ... -1.64 eV
Energy ... -68804.62167 eV
Total charge ... -2
Spin multiplicity ... 1

Entry 7:
ORCA calculation (wB97M-V/def2-TZVPD) on an isolated molecule of C3H4N2O at a distorted geometry.

```
10
Properties=species:S:1:pos:R:3:forces:R:3
H -3.1413 0.6526 0.5526 0.839 -0.403 -1.102
N -2.2704 0.8069 -0.0060 -2.894 1.499 1.582
C -1.4368 -0.0668 -0.1281 3.124 -0.387 -0.141
O -0.9828 -1.3154 -0.0006 -0.448 -0.270 0.235
C -0.0271 -0.2378 -0.4605 -2.049 -0.086 -0.948
C 1.1399 0.0113 0.3216 3.114 0.559 -0.265
N 2.2206 0.0370 -0.3926 -1.834 -0.531 0.474
H 2.9963 0.1362 0.2182 1.127 0.505 0.597
H 0.2751 -0.2514 -1.4903 -0.256 -0.557 -0.520
H 1.2265 0.2273 1.3857 -0.724 -0.329 0.089
```
Forces are in eV/Å.

Lowest unoccupied orbital energy ... 0.5 eV
E_HOMO ... -9.99 eV
Energy ... -8200.59233 eV
Spin multiplicity ... 1

Entry 8:
ORCA calculation (wB97M-V/def2-TZVPD) on a cluster of 3 separate species, C2H12NO2 in total.

```
17
Properties=species:S:1:pos:R:3:forces:R:3
C 0.5623 -0.2886 -0.9484 0.845 0.339 -0.131
N -0.6963 -0.2584 -0.1653 0.093 0.537 0.426
C -0.4773 -0.0753 1.3066 -0.560 -0.743 -0.061
H 0.7102 -1.2402 -1.4366 -0.190 -0.142 -0.167
H 1.3988 -0.1396 -0.2760 -0.046 -0.122 0.207
H 0.5933 0.5336 -1.6613 -0.298 -0.204 -0.131
H -1.2376 0.5686 -0.4464 -0.460 -0.300 -0.442
H -1.2667 -1.0799 -0.3626 -0.005 0.111 0.092
H 0.0314 -0.9461 1.7087 0.437 0.259 -0.055
H 0.0344 0.8660 1.4446 0.308 -0.047 0.147
H -1.4522 -0.0374 1.7709 -0.266 0.188 0.117
H 3.2772 -1.9090 1.6318 -0.239 0.208 0.093
H 3.4295 -0.6366 0.8353 0.046 0.081 0.137
O 2.8140 -1.0811 1.4302 0.229 -0.282 -0.235
H -1.9831 2.3944 -1.7623 0.053 -0.044 0.063
H -3.3284 1.7194 -1.6768 0.086 -0.278 0.222
O -2.4093 1.6100 -1.3921 -0.032 0.439 -0.281
```
Forces are in eV/Å.

Lowest unoccupied orbital energy ... -3.1 eV
E_HOMO ... -15.07 eV
Energy ... -7847.50020 eV
Total charge ... +1
Spin multiplicity ... 1

Taking the records one at a time from the top gives molar mass values of 825.239 88.114 594.611 217.265 105.137 694.571 84.078 82.123 g/mol.